Formula: C8H10ClNO4Sn
Source: the OMol25 dataset
Level of theory: ωB97M-V/def2-TZVPD

XYZ file:
```
25
Properties=species:S:1:pos:R:3
Sn -0.1144 -0.1197 0.0968
Cl -2.3106 -2.4157 1.9534
O -1.5367 -3.0327 3.1108
O -3.5066 -1.6443 2.4954
O -2.7960 -3.5180 1.0213
O -1.3080 -1.3675 1.1058
N 0.3311 -1.0514 -1.5195
C -0.6961 1.7827 1.4235
C 1.9523 -0.5624 0.1384
C 1.6977 -0.7285 -1.3306
C 0.5025 2.0875 0.7175
C -1.1730 1.7562 -0.8329
C 0.2028 2.0828 -0.6762
C -1.7294 1.5707 0.4682
C 2.5857 -0.4826 -2.3363
H 0.9249 2.2258 -1.4830
H 2.2904 -0.5668 -3.3894
H -0.7933 1.6831 2.5061
H 1.9622 -1.5318 0.6694
H -2.7600 1.2877 0.6892
H -1.7030 1.6476 -1.7812
H 2.8163 0.0634 0.3955
H 1.4777 2.2888 1.1609
H 3.6334 -0.2649 -2.1106
H 0.0504 -1.1898 -2.4928
```

Calculated values
Kohn-Sham gap   7.3 eV
HOMO   -8.59 eV
F_max   4.574 eV/Å
Lowest unoccupied orbital energy   -0.048 hartree
E   -1340.583391 Eh

Need the Löwdin charges? In units of e they are:
1 Sn 1.24
2 Cl 0.93
3 O -0.33
4 O -0.34
5 O -0.33
6 O -0.51
7 N -0.09
8 C -0.16
9 C -0.15
10 C -0.58
11 C -0.19
12 C -0.17
13 C -0.18
14 C -0.16
15 C 0.02
16 H 0.13
17 H 0.05
18 H 0.13
19 H 0.07
20 H 0.13
21 H 0.13
22 H 0.08
23 H 0.12
24 H 0.05
25 H 0.09


Formula: C9H6BrF2N
Source: the OMol25 dataset
Level of theory: ωB97M-V/def2-TZVPD

XYZ file:
```
19
Properties=species:S:1:pos:R:3
Br -0.4529 -1.7828 2.4829
F -0.3243 -2.6290 -1.9643
F 3.3820 1.8682 3.0910
N 0.6797 0.7101 -2.5291
C -0.7186 -1.3030 -2.0162
C 0.0745 -0.2412 -2.2492
C -2.0517 -1.3057 -1.3630
C 1.7330 0.2468 2.7848
C 1.6985 0.8632 0.0430
C 2.5727 1.5560 0.8929
C 0.8570 -0.0580 0.6105
C 0.8592 -0.4625 1.8851
C 2.5697 1.1675 2.2402
H 1.5817 -0.0636 3.7667
H -2.1704 -2.0392 -0.5742
H -2.2670 -0.2961 -1.1432
H 3.2661 2.3058 0.6950
H 1.5826 1.1152 -0.9726
H -2.8776 -1.6480 -1.9299
```

Calculated values
Kohn-Sham gap (spin up / spin down)   8.1 / 8.2 eV
HOMO (spin up / spin down)   -9.21 / -9.61 eV
F_max   5.069 eV/Å
Lowest unoccupied orbital energy (spin up / spin down)   -0.042 / -0.052 hartree
E   -3174.856002 Eh

Need the Löwdin charges? In units of e they are:
1 Br 0.68
2 F 0.04
3 F 0.04
4 N 0.19
5 C -0.22
6 C -0.18
7 C -0.02
8 C -0.02
9 C -0.07
10 C 0.03
11 C -0.02
12 C -0.64
13 C -0.26
14 H 0.09
15 H 0.08
16 H 0.08
17 H 0.10
18 H 0.03
19 H 0.07


Formula: C16H20BrClFNO5
Source: the OMol25 dataset
Level of theory: ωB97M-V/def2-TZVPD

XYZ file:
```
45
Properties=species:S:1:pos:R:3
Br 3.2715 1.0585 -4.7744
Cl 0.0460 -2.8431 -4.2364
F 1.2647 0.1394 4.0001
O -2.5444 2.0985 5.1218
O -0.5984 1.3820 4.2244
O 3.3834 0.3485 -1.6326
O 0.4597 -3.7716 -1.2939
O -1.1054 0.8815 6.3648
N 1.6226 0.6514 0.6589
C 0.6223 1.6323 -6.0332
C 2.2875 -0.2108 -1.7355
C 0.5920 0.9524 4.8548
C 0.0939 0.1903 6.0426
C 0.6149 -2.5489 -1.4040
C 1.4585 -0.3902 -0.3704
C 0.8450 -1.9592 -2.8767
C -1.1515 -0.6569 1.6161
C 1.8229 -0.2701 -4.5242
C 0.4543 0.3054 -5.1675
C 1.6509 -0.8049 -3.0445
C -2.4075 -0.4183 0.6538
C -0.1766 -1.8314 1.1578
C -2.8345 1.1365 0.8428
C -1.5152 1.5079 5.2270
C 0.6429 -1.5368 -0.1684
H 1.2096 1.8199 5.1030
H 2.1083 -1.1771 -5.1643
H -0.4086 1.8415 -6.4990
H -3.2959 -1.0152 1.0510
H -1.5804 -0.9773 2.6332
H 0.7960 0.2123 6.8767
H -2.4563 1.4851 1.8700
H -0.7467 -2.8180 1.0501
H 0.0564 -0.5012 -5.8795
H 0.8490 2.5658 -5.4095
H 0.6005 -1.9594 1.9946
H 1.3303 1.5238 -6.9204
H -3.9682 1.2693 0.8418
H 0.8557 1.3151 0.4938
H -2.1885 -0.6266 -0.4395
H -2.3326 1.8132 0.0814
H -0.1393 -0.8517 5.8066
H 1.5164 0.2388 1.6008
H -0.6363 0.3388 1.8025
H -0.3688 0.4606 -4.3966
```

Calculated values
Kohn-Sham gap   8.3 eV
HOMO   -9.44 eV
F_max   3.302 eV/Å
Lowest unoccupied orbital energy   -0.041 hartree
E   -4186.581580 Eh
SMILES   CCCCC1=C(N)C(=O)C([C@H](Br)CC)=C(Cl)C1=O.O=C1OC[C@@H](F)O1

Need the Löwdin charges? In units of e they are:
1 Br 0.72
2 Cl 0.68
3 F 0.07
4 O 0.18
5 O 0.11
6 O 0.06
7 O 0.05
8 O 0.08
9 N 0.08
10 C -0.21
11 C -0.24
12 C -0.31
13 C -0.06
14 C -0.29
15 C -0.13
16 C -0.43
17 C -0.23
18 C -0.62
19 C -0.29
20 C -0.14
21 C -0.22
22 C -0.13
23 C -0.12
24 C -0.53
25 C -0.06
26 H 0.18
27 H 0.09
28 H 0.08
29 H 0.11
30 H 0.12
31 H 0.14
32 H 0.06
33 H 0.13
34 H 0.09
35 H 0.07
36 H 0.12
37 H 0.07
38 H 0.07
39 H 0.09
40 H 0.10
41 H 0.07
42 H 0.15
43 H 0.06
44 H 0.07
45 H 0.12


Formula: C3H4O5
Source: the OMol25 dataset
Level of theory: ωB97M-V/def2-TZVPD

XYZ file:
```
12
Properties=species:S:1:pos:R:3
O 2.2899 -0.3020 0.2112
O -1.1155 0.0287 1.2838
O 0.2586 2.0631 -0.0344
O -2.0984 -0.5283 -0.7380
O 0.5328 -1.7410 -0.0197
C 0.1751 0.7281 -0.6437
C -1.2575 0.0141 -0.1947
C 1.0592 -0.5696 -0.2667
H 2.3773 0.7941 -0.2001
H 0.1826 0.9142 -1.7708
H -1.8896 -0.1665 1.8693
H 0.5299 1.2585 1.1092
```

Calculated values
Kohn-Sham gap   10.1 eV
HOMO   -10.60 eV
F_max   8.248 eV/Å
Lowest unoccupied orbital energy   -0.019 hartree
E   -492.747139 Eh

Need the Löwdin charges? In units of e they are:
1 O 0.05
2 O -0.02
3 O -0.11
4 O 0.21
5 O 0.04
6 C -0.25
7 C -0.40
8 C -0.41
9 H 0.25
10 H 0.17
11 H 0.13
12 H 0.34


- Which of these has the lowest E?
  C16H20BrClFNO5


- Look up the F_max of the third one.
  3.302 eV/Å


- Which formula does entry 1 have?
  C8H10ClNO4Sn